No. 1
{
  "formula": "C11H25F5NO3P2TeY",
  "method": "wB97M-V/def2-TZVPD",
  "energy_ev": -59944.6702,
  "relative_energy_kcal_mol": 104.6,
  "lumo_ha": -0.086,
  "symbols": ["C", "C", "N", "C", "C", "C", "C", "P", "Y", "P", "C", "O", "O", "H", "H", "H", "C", "C", "H", "H", "H", "H", "C", "C", "H", "H", "H", "H", "H", "H", "H", "H", "H", "H", "H", "H", "H", "H", "H", "H", "H", "H", "F", "Te", "F", "F", "F", "F", "O"],
  "positions_angstrom": [[0.95450, -1.27520, -3.50326], [1.03295, -0.87825, -2.12586], [-0.15843, -0.73377, -1.45824], [-1.35712, -0.98901, -2.00323], [-1.44819, -1.35963, -3.33947], [-0.27541, -1.49654, -4.08361], [2.26946, -0.55870, -1.45560], [2.49588, -0.33803, 0.23856], [-0.05085, -0.12553, 0.99577], [-2.59119, 0.03018, 0.40693], [-2.59438, -0.98846, -1.08166], [1.77558, 2.22715, -2.24871], [-0.85135, 2.67369, -1.93789], [1.89266, -1.38815, -4.02593], [-2.43230, -1.55470, -3.75372], [-0.32163, -1.78731, -5.11263], [3.06096, -1.73593, 1.20391], [3.39116, 1.14808, 0.70369], [-3.48675, -0.67637, -1.64225], [-2.75497, -2.02771, -0.73125], [2.02686, 1.28200, -1.98301], [3.19781, -0.80806, -1.98337], [-3.42201, -0.78821, 1.75223], [-3.21069, 1.68590, 0.07561], [0.33194, 1.78684, 0.47612], [-0.76912, 3.58119, -1.58007], [0.09668, 2.44268, -2.17790], [2.14411, 2.30166, -3.15320], [-0.18656, -2.01684, 1.19033], [-0.12204, 1.53375, -0.18673], [4.09320, -1.83914, 0.85222], [3.01337, -1.51889, 2.27300], [2.47493, -2.62511, 0.97989], [4.41751, 0.86617, 0.43918], [3.03647, 1.98431, 0.10922], [3.27779, 1.34092, 1.76603], [-4.25843, 1.48297, -0.14879], [-3.09087, 2.28016, 0.97563], [-2.64902, 2.09871, -0.74914], [-4.46123, -0.81999, 1.42380], [-3.00831, -1.77606, 1.91478], [-3.29792, -0.19879, 2.65809], [-0.88231, 1.49511, 4.28363], [0.29709, -0.03388, 4.32882], [1.64377, 0.93115, 5.29522], [-1.07738, -1.07257, 3.28530], [1.38412, -1.61922, 4.25678], [-0.54285, -0.65184, 5.92008], [0.99251, 0.50923, 2.66068]],
  "forces_ev_per_a": [[0.0, 0.2, 0.8], [-0.4, 0.1, 0.1], [0.2, 0.4, 1.1], [0.5, -0.1, -0.3], [-0.8, 0.1, 0.6], [0.6, 0.2, 0.6], [1.0, -0.5, -1.4], [-3.3, 0.7, 0.3], [0.0, -3.5, 0.8], [2.0, 0.7, -0.1], [-0.7, -0.4, -0.9], [0.7, -0.6, -0.7], [0.7, 0.6, 0.1], [-0.1, -0.1, -0.3], [0.2, 0.0, -0.1], [-0.1, -0.1, -0.4], [1.3, 0.0, -0.3], [1.2, -0.8, -0.5], [0.1, -0.4, -0.3], [0.1, 0.4, -0.2], [-0.2, 0.5, 0.0], [-0.4, 0.0, -0.5], [-1.3, 0.2, -0.5], [-1.2, -1.1, 0.2], [-1.1, 0.5, -2.6], [-0.1, -0.7, -0.3], [-0.8, 0.2, 0.2], [-0.3, 0.1, 0.7], [-0.2, -1.2, -0.3], [1.3, 2.2, 1.1], [0.2, -0.7, 0.6], [0.1, 0.0, -0.1], [0.0, 0.1, -0.1], [0.3, 0.9, 0.3], [0.1, 0.0, -0.1], [0.1, 0.0, 0.1], [-0.3, 1.0, -0.2], [-0.1, 0.1, 0.0], [0.0, 0.1, -0.3], [-0.4, -0.4, 0.7], [0.0, -0.1, -0.1], [-0.2, 0.0, 0.0], [0.7, -1.4, 0.6], [0.7, -0.1, -1.8], [-1.6, -1.1, -0.5], [1.3, 1.4, 1.4], [-1.1, 1.4, 0.7], [0.9, 0.7, -1.5], [0.1, 0.3, 3.7]],
  "nbo_charge": [-0.28, 0.27, -0.61, 0.27, -0.32, -0.14, -0.93, 0.82, 1.63, 0.77, -0.74, -1.01, -0.99, 0.21, 0.21, 0.22, -0.94, -0.93, 0.24, 0.27, 0.51, 0.22, -0.92, -0.93, -0.02, 0.47, 0.51, 0.48, -0.61, 0.05, 0.22, 0.26, 0.27, 0.22, 0.25, 0.25, 0.22, 0.25, 0.29, 0.22, 0.28, 0.26, -0.60, 3.33, -0.58, -0.60, -0.58, -0.56, -1.17]
}


No. 2
{
  "formula": "C11H25FN3O2",
  "method": "wB97M-V/def2-TZVPD",
  "energy_ev": -23092.4930,
  "relative_energy_kcal_mol": 0.0,
  "lumo_ha": 0.100,
  "total_charge": -1,
  "symbols": ["C", "C", "F", "C", "N", "C", "C", "N", "H", "H", "H", "H", "H", "H", "H", "H", "H", "H", "C", "O", "C", "C", "N", "C", "C", "O", "C", "H", "H", "H", "H", "H", "H", "H", "H", "H", "H", "H", "H", "H", "H", "H"],
  "positions_angstrom": [[0.01991, 2.24213, -1.67395], [0.95158, 3.22024, -2.36019], [1.02347, 2.90931, -3.73129], [2.32293, 3.31105, -1.72175], [2.14442, 3.65426, -0.33362], [3.24598, 3.20765, 0.47320], [2.93911, 1.87516, 1.03545], [3.45789, 0.79295, 0.61528], [0.47987, 1.85196, -0.78039], [-0.89511, 2.73848, -1.38252], [-0.18238, 1.42707, -2.36462], [0.52795, 4.21116, -2.26010], [2.82294, 4.14810, -2.24028], [2.88357, 2.38283, -1.89277], [4.20569, 3.14645, -0.05611], [3.34515, 3.88983, 1.32985], [2.18269, 1.81358, 1.81180], [3.04151, 0.01382, 1.12488], [-1.14679, -4.50702, -0.66702], [-1.90726, -3.38099, -1.05044], [-3.07264, -3.15190, -0.27278], [-2.93079, -1.93519, 0.61953], [-1.97878, -2.16504, 1.69788], [-1.59046, -0.97150, 2.44881], [-0.91951, 0.18643, 1.71316], [0.38851, -0.07432, 1.26263], [0.48571, -0.79020, 0.04333], [-0.42469, -4.69681, -1.45962], [-0.59287, -4.33378, 0.26173], [-1.77826, -5.39333, -0.54853], [-3.33534, -4.03751, 0.31500], [-3.88984, -2.96294, -0.97549], [-3.90850, -1.70375, 1.05472], [-2.63971, -1.09313, -0.02078], [-1.14727, -2.59608, 1.31867], [-0.90133, -1.30017, 3.23095], [-2.48239, -0.58600, 2.95564], [-0.81949, 1.00392, 2.43251], [-1.53376, 0.57572, 0.89177], [-0.32577, -0.53666, -0.64190], [0.50314, -1.87238, 0.21907], [1.43093, -0.51340, -0.42168]],
  "forces_ev_per_a": [[0.2, -0.2, -0.4], [0.0, 0.0, 0.9], [0.1, 0.1, -0.3], [-0.2, 0.3, 0.6], [-0.3, -0.1, 0.0], [-0.3, 0.7, 0.0], [0.0, -0.4, 0.0], [0.5, -0.6, -0.2], [0.3, 0.0, 0.3], [-0.4, -0.1, 0.0], [-0.2, -0.1, -0.1], [-0.2, 0.4, -0.3], [0.5, -0.2, -0.4], [0.1, -0.3, -0.2], [0.3, 0.0, 0.0], [0.3, 0.2, 0.1], [-0.4, 0.3, 0.2], [-0.1, -0.1, -0.1], [0.0, 0.1, -0.1], [0.0, -0.2, 0.1], [-0.2, 0.2, -0.1], [0.3, 0.0, 0.1], [0.0, 0.0, -0.1], [0.0, -0.1, 0.1], [0.0, 0.2, 0.1], [-0.1, -0.3, 0.0], [0.2, 0.0, 0.1], [0.0, 0.0, 0.0], [0.0, -0.1, 0.1], [0.0, 0.0, 0.0], [0.1, 0.0, 0.0], [0.0, 0.0, 0.0], [0.0, 0.0, 0.0], [-0.1, 0.0, -0.1], [0.0, 0.1, -0.1], [0.0, 0.0, 0.0], [0.0, 0.0, 0.0], [0.0, 0.0, 0.0], [0.0, -0.1, -0.1], [-0.1, 0.0, 0.0], [-0.1, 0.0, -0.1], [0.0, 0.1, 0.0]],
  "nbo_charge": [-0.66, 0.22, -0.41, -0.26, -0.82, -0.30, 0.17, -0.73, 0.24, 0.19, 0.19, 0.14, 0.13, 0.15, 0.14, 0.15, 0.13, 0.31, -0.24, -0.55, -0.07, -0.24, -0.63, -0.25, -0.08, -0.55, -0.26, 0.19, 0.16, 0.16, 0.17, 0.18, 0.18, 0.18, 0.35, 0.20, 0.18, 0.19, 0.17, 0.18, 0.14, 0.22]
}